{"formula": "C92H221N13O23", "method": "ωB97M-V with the def2-TZVPD basis set", "symbols": ["O", "O", "O", "O", "O", "O", "O", "O", "O", "O", "O", "O", "O", "O", "O", "O", "O", "O", "O", "O", "O", "O", "O", "N", "N", "N", "N", "N", "N", "N", "N", "N", "N", "N", "N", "N", "C", "C", "C", "C", "C", "C", "C", "C", "C", "C", "C", "C", "C", "C", "C", "C", "C", "C", "C", "C", "C", "C", "C", "C", "C", "C", "C", "C", "C", "C", "C", "C", "C", "C", "C", "C", "C", "C", "C", "C", "C", "C", "C", "C", "C", "C", "C", "C", "C", "C", "C", "C", "C", "C", "C", "C", "C", "C", "C", "C", "C", "C", "C", "C", "C", "C", "C", "C", "C", "C", "C", "C", "C", "C", "C", "C", "C", "C", "C", "C", "C", "C", "C", "C", "C", "C", "C", "C", "C", "C", "C", "C", "H", "H", "H", "H", "H", "H", "H", "H", "H", "H", "H", "H", "H", "H", "H", "H", "H", "H", "H", "H", "H", "H", "H", "H", "H", "H", "H", "H", "H", "H", "H", "H", "H", "H", "H", "H", "H", "H", "H", "H", "H", "H", "H", "H", "H", "H", "H", "H", "H", "H", "H", "H", "H", "H", "H", "H", "H", "H", "H", "H", "H", "H", "H", "H", "H", "H", "H", "H", "H", "H", "H", "H", "H", "H", "H", "H", "H", "H", "H", "H", "H", "H", "H", "H", "H", "H", "H", "H", "H", "H", "H", "H", "H", "H", "H", "H", "H", "H", "H", "H", "H", "H", "H", "H", "H", "H", "H", "H", "H", "H", "H", "H", "H", "H", "H", "H", "H", "H", "H", "H", "H", "H", "H", "H", "H", "H", "H", "H", "H", "H", "H", "H", "H", "H", "H", "H", "H", "H", "H", "H", "H", "H", "H", "H", "H", "H", "H", "H", "H", "H", "H", "H", "H", "H", "H", "H", "H", "H", "H", "H", "H", "H", "H", "H", "H", "H", "H", "H", "H", "H", "H", "H", "H", "H", "H", "H", "H", "H", "H", "H", "H", "H", "H", "H", "H", "H", "H", "H", "H", "H", "H", "H", "H", "H", "H", "H", "H", "H", "H", "H", "H", "H", "H", "H", "H", "H", "H", "H", "H", "H", "H", "H", "H", "H", "H", "H", "H", "H", "H", "H", "H"], "coordinates": [[-30.123, 0.911, -8.886], [-35.076, -7.069, -6.174], [-36.094, -7.649, -13.462], [-31.341, -7.669, -17.939], [-33.674, -5.659, -5.430], [-35.901, 0.246, -8.762], [-35.773, 2.415, -8.512], [-36.664, -1.570, -4.611], [-30.134, -3.399, -4.657], [-26.103, -0.641, -5.963], [-35.902, -3.639, -15.470], [-30.503, 0.926, -6.690], [-32.019, -10.347, -11.176], [-35.152, -9.088, -14.667], [-31.507, -0.711, -13.626], [-34.858, -5.046, -7.175], [-31.625, -2.426, -14.694], [-32.289, 2.746, -14.677], [-27.417, 1.456, -13.221], [-32.172, 0.746, -8.066], [-30.032, -2.290, -13.210], [-35.949, 1.580, -10.489], [-36.496, -9.809, -13.159], [-34.246, -0.478, -6.284], [-27.333, 1.926, -8.296], [-38.649, -8.022, -10.287], [-26.435, -3.612, -13.423], [-35.086, -4.000, -18.591], [-29.504, -12.717, -12.764], [-25.347, -8.996, -9.074], [-28.813, -7.665, -19.548], [-40.518, -0.368, -13.629], [-29.285, 0.160, -11.620], [-31.059, -5.876, -3.757], [-34.200, -2.907, -10.592], [-35.577, 3.359, -14.836], [-25.280, -2.462, -15.383], [-39.321, -7.048, -9.352], [-39.466, -1.470, -8.707], [-37.972, -2.013, -4.321], [-27.949, -8.622, -13.907], [-38.376, -1.060, -14.688], [-29.703, -2.063, -4.464], [-28.394, -7.148, -13.737], [-31.008, -11.142, -13.889], [-33.191, -5.459, -10.858], [-28.743, 1.398, -13.678], [-38.723, -7.229, -11.619], [-23.039, -8.953, -10.063], [-27.194, -6.178, -13.558], [-32.076, -6.301, -13.141], [-27.041, -3.396, -11.030], [-25.307, -9.958, -7.813], [-36.518, -2.498, -11.224], [-38.834, -5.666, -9.766], [-30.956, 0.920, -7.930], [-32.332, 3.566, -15.805], [-34.443, -1.926, -5.818], [-25.823, -1.350, -14.471], [-40.518, -1.471, -12.501], [-43.513, 1.934, -12.771], [-31.031, -1.917, -13.818], [-38.375, -5.827, -11.229], [-35.803, -9.977, -8.542], [-25.918, -3.576, -11.981], [-26.879, -0.094, -7.062], [-29.776, -5.827, -4.627], [-29.103, -8.741, -18.497], [-36.427, -1.952, -17.984], [-29.094, -4.439, -4.591], [-39.049, -10.570, -11.080], [-36.980, -9.026, -8.489], [-40.254, -0.933, -11.137], [-35.662, -3.175, -10.176], [-39.498, -1.885, -15.408], [-32.219, -7.071, -16.880], [-25.258, -9.891, -10.370], [-35.921, -8.916, -13.756], [-30.102, -6.194, -6.078], [-30.278, -11.397, -12.619], [-34.682, 2.357, -14.091], [-24.052, -8.155, -9.275], [-31.227, -11.499, -11.418], [-26.655, -3.307, -9.556], [-35.672, -10.966, -7.355], [-33.254, 3.024, -13.761], [-31.677, -2.446, -9.692], [-32.857, -6.656, -11.838], [-35.624, -1.776, -12.189], [-23.728, -10.186, -10.562], [-29.201, -8.272, -9.284], [-27.903, -8.987, -9.717], [-30.029, -8.032, -17.414], [-34.357, -1.577, -11.334], [-26.960, -2.114, -13.792], [-33.571, -2.031, -4.579], [-41.363, 0.900, -13.302], [-33.378, -10.481, -11.448], [-34.917, -3.023, -16.222], [-40.133, -11.727, -11.208], [-39.537, -9.330, -10.306], [-27.833, -9.457, -18.006], [-29.284, 2.694, -11.566], [-27.435, 2.026, -5.730], [-40.050, -1.977, -10.009], [-40.795, -1.071, -15.033], [-35.740, -5.048, -15.249], [-34.645, 0.982, -14.913], [-35.811, 1.382, -9.284], [-29.611, 1.440, -12.388], [-39.091, 0.070, -13.828], [-27.585, -4.660, -13.739], [-26.158, -2.087, -5.915], [-25.239, -3.736, -14.443], [-26.718, 2.204, -14.188], [-30.699, -2.441, -8.532], [-34.585, -5.832, -6.262], [-42.884, 0.673, -13.173], [-35.930, -2.258, -5.649], [-37.165, -8.370, -9.894], [-26.699, -8.169, -9.096], [-25.312, -9.251, -6.477], [-33.184, -2.756, -9.382], [-29.475, -6.800, -9.617], [-25.197, -10.292, -5.349], [-26.819, 1.432, -6.974], [-35.154, -2.709, -17.724], [-33.599, -4.058, -11.533], [-29.767, -9.465, -18.968], [-37.264, -1.851, -10.760], [-34.277, 0.143, -5.488], [-43.456, 2.843, -13.369], [-34.927, -0.165, -6.962], [-24.404, -10.534, -8.015], [-30.349, -1.316, -4.925], [-27.823, -9.004, -10.804], [-27.732, -4.238, -11.038], [-40.160, -0.880, -8.109], [-36.420, -0.917, -17.643], [-30.841, -5.563, -6.570], [-39.687, -2.914, -15.101], [-33.561, -1.964, -8.735], [-30.208, -6.324, -8.966], [-31.880, -7.058, -13.902], [-25.616, -2.344, -5.004], [-37.997, -7.745, -12.247], [-32.351, -5.221, -10.206], [-37.224, -2.432, -17.415], [-39.630, -4.938, -9.611], [-34.206, -2.233, -17.975], [-35.512, -2.409, -13.069], [-24.341, -3.782, -13.827], [-25.141, -1.032, -13.683], [-28.247, 2.736, -11.233], [-41.058, -2.348, -9.822], [-30.218, -8.855, -16.725], [-28.304, 1.658, -8.360], [-41.505, -1.934, -12.480], [-33.795, -7.114, -12.153], [-30.345, -11.100, -14.752], [-39.777, -2.240, -12.722], [-26.885, 1.569, -9.128], [-34.061, 0.309, -14.286], [-24.357, -10.967, -5.513], [-26.210, -0.555, -15.108], [-30.676, 1.356, -12.607], [-31.445, -6.810, -3.755], [-29.378, -8.494, -8.232], [-27.148, -2.543, -5.912], [-31.901, -6.045, -16.691], [-29.881, 2.888, -10.675], [-25.442, -4.512, -11.689], [-28.574, -6.192, -9.535], [-30.532, -7.195, -6.063], [-25.224, -2.739, -11.904], [-41.675, -1.700, -14.896], [-39.748, -7.315, -11.981], [-34.167, -4.223, -18.948], [-39.132, 0.940, -14.484], [-40.839, 1.318, -12.442], [-27.622, -2.487, -11.177], [-29.077, 2.214, -14.319], [-38.816, -10.279, -12.104], [-28.431, -4.362, -13.120], [-33.438, -1.318, -11.860], [-35.466, 3.392, -15.840], [-31.750, -5.326, -4.247], [-33.239, -7.141, -17.258], [-39.363, -1.876, -16.489], [-38.234, -1.522, -3.384], [-35.916, -0.758, -12.446], [-28.159, -10.188, -17.267], [-29.470, -7.298, -16.834], [-25.903, -10.756, -10.525], [-27.299, -10.015, -18.776], [-27.893, -0.496, -7.058], [-38.005, -5.288, -9.168], [-33.062, 4.033, -13.394], [-29.596, -0.657, -12.126], [-24.282, -7.358, -9.982], [-35.763, 2.988, -9.282], [-40.383, -7.083, -9.592], [-26.378, -6.349, -14.261], [-28.967, -12.638, -13.616], [-37.083, -3.235, -11.794], [-33.544, -3.090, -4.322], [-35.573, -5.168, -14.179], [-36.587, -11.555, -7.289], [-27.335, -1.499, -12.974], [-31.946, -1.180, -14.339], [-35.314, 4.270, -14.487], [-30.991, -5.562, -2.799], [-28.300, -4.306, -5.326], [-28.594, -4.310, -3.631], [-32.947, 2.429, -12.902], [-27.244, 2.921, -8.445], [-35.600, 0.467, -15.020], [-27.298, -8.814, -14.760], [-36.688, -5.475, -15.579], [-25.493, -2.356, -6.736], [-26.676, -6.249, -12.602], [-37.761, -0.568, -15.442], [-41.110, -0.322, -10.850], [-40.983, -11.460, -11.835], [-23.306, -11.072, -10.086], [-36.753, -9.041, -10.648], [-35.845, -4.227, -9.960], [-25.586, -9.175, -11.124], [-30.575, -11.668, -10.561], [-25.420, -4.598, -15.085], [-32.308, -7.669, -15.973], [-34.421, -4.156, -12.242], [-29.524, -10.642, -12.396], [-26.895, 1.775, -4.817], [-25.707, 1.911, -13.902], [-34.559, -0.797, -10.600], [-35.587, -7.596, -14.275], [-27.425, -3.015, -8.842], [-26.104, -10.688, -7.960], [-31.263, 1.220, -6.181], [-27.808, -10.002, -9.333], [-35.668, -3.927, -19.413], [-39.375, -0.289, -11.112], [-38.084, -3.087, -4.169], [-31.439, 3.357, -16.394], [-22.661, -8.540, -10.998], [-35.201, 2.182, -13.148], [-35.794, -2.677, -9.216], [-35.472, -4.753, -18.040], [-28.467, 1.682, -5.798], [-29.149, -6.577, -4.145], [-23.745, -7.605, -8.385], [-26.895, 3.279, -14.183], [-34.056, -2.499, -6.660], [-44.588, 1.755, -12.732], [-31.871, -12.379, -11.410], [-39.672, -12.574, -11.716], [-34.883, -9.410, -8.685], [-32.818, -3.714, -12.210], [-26.249, -4.294, -9.334], [-35.497, -10.458, -6.407], [-29.733, 0.100, -10.717], [-26.251, -8.717, -6.333], [-32.553, -1.752, -4.849], [-36.707, -1.901, -19.036], [-35.857, -10.591, -9.441], [-31.578, -10.223, -13.751], [-27.362, 3.113, -5.753], [-28.983, 0.452, -14.164], [-28.800, -9.302, -13.851], [-29.021, -6.682, -14.496], [-28.296, 0.136, -11.418], [-39.747, -9.577, -9.265], [-43.211, 0.539, -14.203], [-43.244, -0.166, -12.577], [-36.472, -1.882, -6.517], [-37.877, -9.488, -8.078], [-28.509, -8.124, -20.394], [-23.467, -10.387, -11.601], [-28.715, -1.748, -4.798], [-25.765, 1.627, -7.172], [-43.319, 2.271, -11.753], [-24.288, -2.380, -15.828], [-29.185, -6.197, -6.667], [-31.771, -1.442, -10.106], [-27.117, -8.762, -17.568], [-25.094, -9.864, -4.351], [-34.116, 1.130, -15.855], [-34.942, -5.409, -15.898], [-28.855, -12.737, -11.990], [-40.574, -12.001, -10.249], [-33.393, -0.244, -6.772], [-29.777, -6.658, -10.655], [-28.036, -7.123, -19.198], [-25.816, -2.635, -9.375], [-36.784, -8.209, -7.795], [-33.875, -9.521, -11.309], [-25.852, -2.654, -16.290], [-37.696, -1.645, -14.069], [-26.454, -7.277, -9.673], [-24.451, -8.604, -6.308], [-27.727, -4.577, -14.817], [-31.134, -1.870, -7.712], [-31.756, -11.932, -13.954], [-29.880, -1.873, -3.405], [-27.305, -8.754, -13.038], [-29.092, -7.077, -12.903], [-39.415, -2.753, -10.435], [-41.155, 1.643, -14.072], [-29.980, -8.871, -9.755], [-38.680, -1.663, -5.072], [-36.672, -7.405, -10.012], [-38.972, -5.151, -11.841], [-37.319, -5.652, -11.431], [-29.390, 3.642, -12.092], [-22.113, -9.224, -9.556], [-27.793, -2.165, -14.493], [-36.158, -3.301, -5.432], [-25.980, -11.044, -5.253], [-33.953, -3.474, -15.988], [-26.894, -7.663, -8.151], [-34.731, -2.099, -15.674], [-36.571, 3.363, -14.654], [-26.426, -0.361, -8.017], [-33.943, -5.802, -10.147], [-32.390, -7.443, -11.247], [-33.496, -10.866, -12.461], [-29.805, -1.877, -8.800], [-38.587, -0.866, -8.933], [-34.468, -7.251, -5.453], [-34.890, -11.669, -7.638], [-31.062, -5.992, -12.888], [-39.154, -2.332, -8.117], [-29.954, -13.607, -12.919], [-29.566, -7.079, -19.878], [-38.105, -10.901, -10.646], [-40.486, -9.129, -10.802], [-32.205, 4.593, -15.462], [-31.252, -3.058, -10.487], [-33.162, 3.470, -16.504], [-32.691, -5.621, -13.730], [-39.164, -7.289, -8.301], [-40.985, -0.290, -15.770], [-33.274, -3.669, -8.795], [-26.873, 1.781, -15.181], [-38.684, 0.456, -12.893], [-30.300, -3.421, -8.269], [-33.919, -1.364, -3.790], [-33.871, -11.052, -10.661]], "mulliken_charge": [-0.3849, -0.3635, -0.0764, -0.5175, -0.7624, -0.6149, -0.5009, -0.5010, -0.0100, -0.4429, -0.2275, -0.3154, 0.0449, -0.8298, 0.0407, -0.3207, -0.9495, -0.1112, -0.3500, -0.7257, -0.8147, -0.6446, -0.6219, 0.5535, 0.1843, 0.3465, 1.0031, -0.1335, -0.0902, 0.4101, -0.2081, 0.6647, 2.4203, 0.0886, 1.3380, -0.0326, -1.0602, -1.3200, -1.3303, -0.7069, -0.2993, 1.2239, -0.5761, 1.1709, -1.8687, -0.1548, -0.8761, -0.8695, -0.7955, -0.5910, 0.3100, 2.4856, -0.9069, 1.6503, 0.1839, -0.1208, -0.9063, 1.7768, -0.3577, -0.8873, -1.5939, 0.2255, 1.1091, 0.0276, -1.2837, 0.5475, -0.2121, -0.0790, -1.2264, -0.7399, -0.0368, -0.8839, -0.6019, 0.8393, -0.6850, -0.3049, -0.2316, 0.5036, -0.6917, 1.7496, -0.3737, -0.0359, -1.4992, -1.5691, -1.5452, -0.5728, 1.0916, 0.9776, 1.1190, -0.8450, -0.6501, 0.5488, -0.1035, -0.7495, -0.0786, -1.2412, -1.1948, -0.2694, -0.4138, -1.4664, -1.0038, -1.2209, -1.5433, -1.1932, 0.2343, -0.8772, -0.2364, -0.2235, 0.4680, 0.6487, -1.6673, -1.0154, -0.1786, -0.4074, -0.9702, -0.4813, 0.1462, 0.0343, -0.5588, 0.5894, -0.8977, 0.1799, -0.5124, 0.6436, -1.5364, -0.3351, 0.0775, -0.0218, 0.3341, -0.8901, 0.5880, 0.3978, -0.0033, 0.7292, -0.2511, -0.5658, -0.6747, 0.5079, 0.2102, 0.0303, 0.3539, -0.0945, -0.0511, -0.1164, 0.3046, 0.0207, -0.4361, 0.3018, 0.2739, 0.4085, -0.7244, 0.3966, 0.2991, 0.2320, 0.8818, 0.1550, -0.2534, 0.6397, -0.5979, 0.6195, 0.0448, 0.3571, -0.2410, 0.3877, 0.2189, -0.1031, 0.4414, 0.3029, -0.2297, 0.3201, 0.3460, 0.5227, 0.0344, 0.5250, 0.5198, 0.4679, 0.4381, 0.3524, 0.4112, 0.5498, -0.7797, 0.9285, 0.2282, -0.0491, -0.4607, 0.3887, -0.1554, 0.2981, 0.5309, 0.2900, 0.5046, 0.2437, 0.1987, 0.3666, 0.4666, -0.1433, 0.0964, 0.8561, -1.1545, -0.2766, 0.3159, 0.4151, 0.3512, 0.3593, -0.2471, 0.2931, -0.2528, 0.3663, -0.4007, 0.1948, 0.4089, 0.3948, 0.1800, 0.5783, -0.1386, 0.4743, -0.0811, 0.4756, 0.4117, 0.2992, -0.1269, 0.1162, 0.5945, 0.3629, 0.4011, 0.1270, -0.2478, 0.0304, 0.3834, 0.2997, 0.0075, -0.2466, -0.7049, 0.3744, 0.3044, 0.0258, 0.0848, 0.2563, 0.3456, 0.2511, 0.6357, 0.3973, 0.2372, 0.3382, 0.2750, 0.3705, 0.2933, -1.0146, 0.2533, 0.1538, 0.4610, 0.6697, 0.3760, -0.7927, 0.4229, 0.5533, 0.4304, 0.1766, 0.0321, 0.1765, 0.3108, -0.3068, 0.0831, 0.2238, 0.4443, 0.0976, 0.1790, 0.4672, 0.2294, -0.3792, 0.5720, 0.4064, 0.6498, 0.2869, 0.3328, -0.0846, 0.3621, 0.3785, 0.4072, 0.4162, 0.4669, 0.3677, 0.5235, 0.1825, 0.0683, 0.3523, 0.3898, 0.5683, 0.1709, 0.3474, 0.3721, -0.3298, -0.6180, 0.3604, 0.5065, 0.3884, -0.4994, 0.3056, -0.9802, -0.0240, 0.2924, 0.9578, -0.0626, 0.5638, 0.4059, -0.1218, -1.0168, -0.7063, 0.5246, 0.0408, 0.2121, -0.2876, 0.3070, -0.6805, 0.4657, 0.3163, 0.2882, 0.6898, 0.3889, 0.6920, 0.3291, -0.2165, 0.2822, 0.1732, -0.0700, 0.3939, 0.5033, -0.1958, 0.0286, 0.2075, 0.4174, -0.3358, 0.3496, 0.3566, 0.3228, 0.0021, 0.5803, 0.4283, -0.4415, 0.2463, -0.3547, 0.4744, 0.3985, 0.6154, 0.3744, 0.9864, 0.2006, 0.3755, 0.3290], "relative_energy_kj_mol": 0.0, "energy_ev": -165357.0608, "orbital_gap_ha": 0.224, "total_charge": 8}